No. 1
{
  "formula": "C8H11N",
  "method": "wB97M-V/def2-TZVPD",
  "multiplicity": 1,
  "gap_ev": 9.8,
  "e_above_lowest_kcal_mol": 86.5,
  "smiles": "C/C=N/C1(C2CC2)C=C1",
  "e_tot_ha": -366.0002,
  "homo_energy_ev": -8.7,
  "symbols": ["H", "C", "H", "C", "H", "H", "H", "C", "C", "C", "C", "C", "H", "H", "H", "N", "C", "H", "H", "H"],
  "positions_angstrom": [[3.85726, -1.08992, 0.30379], [-1.01629, -1.96066, -0.81799], [1.75670, 1.10665, 0.31006], [3.47569, -0.08033, 0.20711], [-2.29238, 1.98914, -0.82142], [-2.45195, 0.27900, -1.44822], [4.10583, 0.39372, -0.63417], [-2.11025, 0.93912, -0.70376], [-2.46250, 0.43494, 0.73112], [1.96922, 0.06318, 0.12257], [-0.98317, 0.40293, 0.19326], [-1.06829, -2.15936, 0.45146], [-1.41437, -2.70941, 1.30210], [-0.33849, 1.17016, 0.64278], [-2.40297, 1.03597, 1.55613], [1.14918, -0.88155, -0.03329], [-0.25775, -0.87873, -0.00612], [-3.06749, -0.58114, 0.92058], [3.85696, 0.53568, 1.07351], [-1.26842, -2.36233, -1.74657]]
}


No. 2
{
  "formula": "C7H15NO",
  "method": "wB97M-V/def2-TZVPD",
  "multiplicity": 1,
  "gap_ev": 8.4,
  "e_above_lowest_kcal_mol": 110.7,
  "e_tot_ha": -405.5609,
  "homo_energy_ev": -7.4,
  "symbols": ["H", "H", "H", "C", "C", "H", "C", "H", "H", "H", "C", "H", "H", "C", "H", "N", "C", "H", "H", "H", "O", "H", "C", "H"],
  "positions_angstrom": [[0.75210, -1.71670, 1.46231], [1.96593, 3.09108, -0.57335], [1.71952, 1.58258, 1.30439], [1.56562, 1.17882, 0.31246], [1.48008, -0.15205, 0.19020], [0.39693, 2.43227, -1.01548], [-2.17028, 0.90280, -0.53991], [-1.69783, -0.13442, 1.41633], [-3.10852, 0.94305, -1.10044], [-1.99363, 1.87045, -0.07118], [1.63943, -1.08797, 1.35415], [1.86507, 1.78870, -1.74650], [1.79676, -0.53867, 2.28025], [-2.04951, -2.10196, 0.30448], [2.49876, -1.74948, 1.20356], [1.17140, -0.80215, -1.01133], [1.43928, 2.16622, -0.81156], [1.57509, -1.72197, -1.11323], [1.27204, -0.24805, -1.84873], [-1.22877, -2.09916, -0.39528], [-3.08171, -1.20724, 0.23922], [-1.37810, 0.72167, -1.27754], [-2.22180, -0.17656, 0.47007], [-2.20784, -2.94127, 0.96710]]
}


No. 3
{
  "formula": "C26H78O13",
  "method": "wB97M-V/def2-TZVPD",
  "multiplicity": 1,
  "gap_ev": 10.1,
  "e_above_lowest_kcal_mol": 115.1,
  "e_tot_ha": -2015.2843,
  "homo_energy_ev": -9.9,
  "symbols": ["C", "H", "O", "O", "H", "H", "C", "H", "H", "H", "H", "H", "H", "H", "H", "H", "H", "H", "C", "H", "H", "H", "C", "H", "C", "H", "H", "H", "H", "H", "H", "H", "H", "O", "C", "H", "H", "H", "C", "O", "O", "H", "H", "H", "C", "C", "H", "H", "H", "H", "H", "H", "C", "O", "C", "H", "C", "H", "H", "H", "H", "H", "H", "C", "C", "H", "H", "C", "C", "C", "O", "C", "C", "H", "H", "H", "C", "O", "O", "H", "H", "H", "H", "H", "H", "H", "O", "H", "C", "C", "O", "H", "H", "C", "H", "H", "H", "H", "H", "H", "O", "H", "H", "H", "O", "H", "H", "H", "H", "C", "C", "H", "H", "H", "C", "H", "H"],
  "positions_angstrom": [[-9.43946, -5.55207, -18.66806], [-2.93512, -5.14584, -21.92238], [-10.08711, -6.81929, -18.80276], [-6.05329, -10.94391, -22.46618], [-3.63272, -15.37737, -15.73119], [-4.62937, -4.62457, -23.51883], [-8.18700, -11.11449, -21.39663], [2.20836, -10.52493, -15.44283], [3.14411, -3.68286, -14.26502], [-5.00086, -8.27663, -12.58106], [-12.33772, -9.59689, -15.83741], [-0.29641, -7.45114, -16.93860], [5.26416, -4.86121, -12.34141], [3.33068, -8.32001, -19.51328], [-1.63624, -13.53055, -15.81420], [-4.03886, -4.23659, -14.68354], [-1.93588, -12.00951, -24.94464], [-2.86269, -6.96820, -24.00159], [4.96620, -4.36846, -13.26689], [4.05839, -6.77531, -19.57321], [-4.02288, -14.61790, -19.67604], [-3.60404, -9.09075, -16.62464], [1.54578, -10.24508, -13.35405], [-1.56546, -16.23251, -17.16551], [2.56703, -10.52417, -14.41353], [-2.81356, -9.03295, -11.68686], [-3.45770, -17.09509, -22.08802], [-7.71425, -11.82430, -20.71782], [-11.26471, -10.23546, -13.85154], [5.72308, -8.85197, -19.56661], [-1.47232, -13.55808, -17.52530], [-9.02036, -10.61275, -20.90482], [-3.41738, -9.68293, -18.23078], [-2.71657, -7.58255, -10.31418], [-3.33144, -5.96320, -22.52485], [-3.22648, -6.87326, -21.93420], [5.14152, -9.24937, -18.09724], [-0.15517, -14.17352, -16.47663], [-0.81487, -11.20944, -23.16840], [-2.79444, -3.66952, -16.16886], [-2.40057, -10.09304, -24.67029], [-5.24209, -15.27271, -22.14940], [-1.55283, -11.70316, -22.53613], [-5.02350, -6.84349, -11.59202], [-4.65536, -7.86869, -11.63115], [-9.39039, -9.35910, -14.46978], [-1.94020, -1.94013, -14.49988], [0.76635, -10.99863, -13.24114], [-3.05559, -2.16287, -13.24200], [-8.99819, -5.59304, -16.56729], [-8.80522, -9.97957, -13.79104], [-2.60503, -15.48640, -22.17202], [3.43286, -4.25422, -13.38281], [-1.22625, -7.56979, -16.73144], [-3.24153, -16.15103, -21.58788], [-10.21830, -4.80555, -18.51233], [-1.56856, -8.79885, -17.34610], [-1.18140, -9.70399, -16.87820], [6.28826, -5.48171, -14.24396], [-8.98885, -5.30712, -19.62984], [-6.04013, -11.79320, -22.01882], [-7.45058, -9.55651, -22.66884], [-2.68732, -16.22955, -20.65258], [-2.54188, -2.71677, -14.02776], [-4.72744, -5.48162, -22.85252], [-2.31343, -4.48957, -16.03567], [-9.53366, -8.35573, -14.06876], [-10.75937, -10.02420, -14.79393], [-1.23357, -14.13148, -16.62958], [-3.12966, -7.99644, -11.56936], [3.00275, -11.84539, -14.15021], [4.00054, -7.66886, -18.95166], [-7.07257, -10.19779, -21.87263], [-6.73348, -9.50481, -21.10263], [-2.65219, -7.42271, -12.36371], [5.48092, -3.40818, -13.23491], [-3.47961, -3.36390, -15.02082], [3.39595, -7.26485, -17.75430], [-3.31521, -15.36666, -16.63710], [-5.17950, -16.05580, -20.57540], [-8.66654, -11.69499, -22.18476], [-1.65404, -15.86189, -15.42348], [0.13803, -11.72176, -23.03566], [3.06231, -5.26957, -13.52371], [-0.99511, -8.88374, -18.26916], [6.09965, -7.72118, -18.28635], [5.38853, -5.18601, -14.40101], [-8.77814, -9.30958, -15.37021], [-8.47387, -5.52115, -17.52019], [-3.10863, -8.87236, -17.57067], [-4.25427, -14.30926, -20.55513], [-10.49760, -10.96225, -15.28346], [-3.19964, -10.36376, -24.21226], [5.30802, -8.35120, -18.69195], [-10.45993, -7.06686, -17.95346], [-5.29603, -6.29233, -23.30808], [-7.84753, -6.41047, -17.44995], [-7.78529, -4.67632, -17.53546], [-0.57410, -10.24125, -22.72944], [4.06917, -6.75812, -17.29431], [-11.50746, -9.17295, -15.60817], [-0.62272, -10.87430, -25.28114], [-2.02217, -8.16868, -10.00457], [-5.10265, -8.44063, -10.81818], [-2.56800, -6.10442, -23.70387], [-1.89906, -3.47413, -13.57911], [3.46205, -12.20190, -14.91411], [3.42541, -9.85512, -14.35301], [-5.25053, -5.17726, -21.94597], [-1.42307, -11.11840, -24.58262], [-1.87844, -15.49603, -16.42542], [1.99655, -10.10290, -12.37187], [-3.56941, -8.00538, -18.04409], [3.00963, -3.82417, -12.47504], [-4.59593, -15.48483, -21.29758], [1.16297, -9.24659, -13.56518], [-4.27787, -2.66156, -15.26083]]
}


No. 4
{
  "formula": "C6H13N",
  "method": "wB97M-V/def2-TZVPD",
  "multiplicity": 1,
  "gap_ev": 8.6,
  "e_above_lowest_kcal_mol": 12.9,
  "smiles": "CCC(=CN)CC",
  "e_tot_ha": -291.1381,
  "homo_energy_ev": -7.5,
  "symbols": ["H", "C", "H", "H", "H", "H", "C", "H", "C", "C", "N", "H", "H", "H", "C", "C", "H", "H", "H", "H"],
  "positions_angstrom": [[0.39010, 2.27927, 0.25068], [-0.28100, 0.22385, -0.05342], [-0.88008, -1.79316, 0.03003], [-1.29056, 1.72577, -1.04437], [2.53586, 0.22244, 0.73687], [1.74703, -1.54692, 1.55694], [0.05298, -1.23693, 0.13440], [-2.50082, 0.26012, -2.44165], [2.12670, 1.06071, 0.17637], [-1.25671, 0.68000, -0.84388], [-2.14121, -0.09843, -1.57980], [-2.39479, -1.02740, -1.31177], [0.72701, -1.51063, -0.67447], [2.19295, 0.70078, -0.85454], [0.63762, 1.27088, 0.55304], [0.66634, -1.64557, 1.47407], [0.57595, 1.23528, 1.64466], [2.67613, 1.98308, 0.31421], [0.41664, -2.69423, 1.63881], [0.25964, -1.08344, 2.31942]]
}


No. 5
{
  "formula": "C13H24N4O6",
  "method": "wB97M-V/def2-TZVPD",
  "multiplicity": 1,
  "gap_ev": 8.6,
  "e_above_lowest_kcal_mol": 0.0,
  "e_tot_ha": -1180.2104,
  "homo_energy_ev": -8.6,
  "symbols": ["H", "C", "H", "H", "H", "H", "O", "O", "N", "C", "C", "H", "H", "H", "H", "H", "N", "C", "C", "H", "C", "O", "H", "C", "H", "C", "H", "C", "H", "O", "H", "O", "H", "H", "O", "H", "H", "C", "C", "N", "H", "C", "N", "C", "H", "H", "H"],
  "positions_angstrom": [[-0.73795, -3.41935, 3.10762], [0.60936, -3.54314, 0.94038], [1.38947, -2.46386, 4.01463], [0.93157, 2.81143, 0.57053], [1.00480, -0.63016, -0.47772], [1.25868, -1.65349, 2.45186], [1.78579, -3.27983, 0.14947], [2.90578, -4.85136, -3.15983], [-2.45581, 1.36285, -2.11524], [1.49384, -2.67476, -1.00500], [1.86861, -4.75714, -2.53004], [1.73537, 5.80848, 1.72032], [-1.37195, 4.27906, 3.09313], [-2.26270, 1.13443, -0.04027], [-1.36253, -0.03750, -1.02587], [-4.41311, 1.03228, -1.45390], [0.35416, 4.24710, 1.90592], [-3.82540, 1.81161, -1.94064], [0.38973, 2.96167, 1.52128], [-0.78282, 1.62866, -0.88816], [-1.67397, 1.00327, -0.94283], [-0.15043, -4.17839, 3.07830], [-0.26667, 5.65359, 3.31761], [-1.88983, 1.26338, -3.32045], [1.73010, -4.63672, 2.40049], [-0.32625, 4.58223, 3.14738], [0.21792, 6.03545, 0.82674], [1.16383, -2.44528, -3.16353], [1.43450, 4.88989, 0.23528], [-0.73749, 0.90729, -3.52958], [-4.27134, 2.03803, -2.90611], [1.04544, -5.56739, -2.13319], [1.07514, -2.64349, -4.21011], [0.13726, 4.05417, 3.98046], [-0.10707, 2.03254, 2.13007], [0.60190, -0.38870, -2.97846], [2.70927, -2.55089, 2.79840], [1.63666, -2.53704, 2.96180], [0.97047, 5.30421, 1.12748], [0.91086, -1.27058, -2.58127], [-0.05831, -2.68172, 0.95666], [1.12230, -1.37671, -1.23645], [1.51464, -3.29602, -2.21506], [1.02416, -3.81651, 2.37861], [0.08426, -4.39040, 0.50434], [-3.84636, 2.70979, -1.32180], [-2.56590, 1.53901, -4.14322]]
}


Number 3 is which compound?
C26H78O13


Which value of multiplicity does entry 2 give?
1